Record 1
Molecular formula: C37H30ClN5O4PdSi
Method: DFT, ωB97M-V/def2-TZVPD

Computed properties:
ΔE to the lowest compared entry with this formula, charge and spin   78.4 kJ/mol
Spin multiplicity   3
⟨S²⟩   2.01
Frontier orbital gap (alpha / beta)   6.7 / 7.0 eV
HOMO (alpha / beta)   -6.91 / -8.21 eV
Calculated total energy   -78369.52404 eV

CARTESIAN COORDINATES (ANGSTROEM)
Pd (-0.034, 0.387, -0.478)
Cl (-0.365, 1.077, -3.156)
Si (1.891, -1.119, -0.328)
O (-1.333, 1.983, -2.557)
O (-0.686, -0.309, -2.717)
O (-0.372, 1.163, -4.577)
O (0.967, 1.385, -2.601)
N (-2.236, 0.200, -0.010)
N (-4.306, 0.559, -0.655)
N (0.245, 1.956, 1.080)
N (-0.276, -0.457, 2.541)
N (-9.840, 0.485, -4.599)
C (0.824, 0.522, 4.422)
C (3.341, -0.303, 1.989)
C (0.622, 1.828, 2.400)
C (1.421, -5.216, 1.864)
C (4.127, 0.559, 2.745)
C (-7.820, 0.899, -1.762)
C (0.417, -3.241, 0.932)
C (-5.362, 0.172, -2.819)
C (0.988, 4.235, 1.088)
C (-2.917, 0.816, 1.023)
C (1.668, -2.743, 0.557)
C (-8.904, 0.500, -3.933)
C (-7.724, 0.518, -3.094)
C (2.674, -4.748, 1.484)
C (3.661, -2.092, -4.532)
C (2.999, -0.001, 0.665)
C (1.230, 2.907, 3.078)
C (1.404, 4.120, 2.374)
C (-6.488, 0.157, -3.619)
C (4.408, -1.328, -3.647)
C (0.290, -4.466, 1.581)
C (3.902, -1.027, -2.387)
C (3.465, 1.209, 0.131)
C (0.413, 3.108, 0.472)
C (4.585, 1.746, 2.191)
C (1.648, 2.783, 4.423)
C (0.399, 0.601, 3.117)
C (2.410, -2.563, -4.154)
C (2.794, -3.528, 0.833)
C (-4.198, 1.036, 0.647)
C (4.251, 2.072, 0.881)
C (1.911, -2.262, -2.896)
C (-3.089, 0.065, -0.987)
C (-5.465, 0.544, -1.483)
C (-6.694, 0.913, -0.957)
C (1.448, 1.603, 5.071)
C (2.644, -1.490, -1.988)
H (2.118, 3.626, 4.913)
H (1.763, 1.488, 6.101)
H (-2.848, -0.362, -1.943)
H (4.504, -0.434, -1.709)
H (-8.780, 1.183, -1.352)
H (-0.690, -4.835, 1.858)
H (-6.789, 1.205, 0.079)
H (3.778, -3.181, 0.534)
H (-5.014, 1.500, 1.169)
H (4.050, -2.319, -5.517)
H (-0.478, -2.674, 0.693)
H (1.103, 5.151, 0.526)
H (4.376, 0.306, 3.768)
H (-2.443, 1.045, 1.962)
H (4.604, 2.999, 0.445)
H (1.328, -6.169, 2.368)
H (0.925, -2.625, -2.623)
H (3.558, -5.339, 1.690)
H (-4.410, -0.088, -3.255)
H (0.092, 3.153, -0.563)
H (5.200, 2.418, 2.778)
H (-0.316, -0.465, 1.527)
H (3.202, 1.485, -0.887)
H (-0.094, -1.365, 2.938)
H (1.872, 4.954, 2.884)
H (1.821, -3.155, -4.843)
H (-6.407, -0.129, -4.659)
H (0.662, -0.404, 4.962)
H (2.990, -1.226, 2.437)
H (5.384, -0.960, -3.938)

=====

Record 2
Molecular formula: C15H20N3O3RuS2SeSi
Method: DFT, ωB97M-V/def2-TZVPD

Computed properties:
ΔE to the lowest compared entry with this formula, charge and spin   107.3 kJ/mol
Total charge   +1
Spin multiplicity   1
Frontier orbital gap (alpha / beta)   5.7 / 5.5 eV
HOMO (alpha / beta)   -11.86 / -11.80 eV
Calculated total energy   -123961.34353 eV

CARTESIAN COORDINATES (ANGSTROEM)
Ru (0.117, 0.592, 0.428)
Se (2.447, 0.891, 0.197)
S (-0.384, -1.429, 2.002)
S (-2.994, -0.338, -0.385)
Si (3.831, -0.672, 1.382)
O (-4.182, 0.423, -0.615)
O (-0.461, 0.124, 2.244)
O (-2.896, -1.211, 0.752)
N (-0.662, 2.513, 0.482)
N (-1.731, 0.757, -0.257)
N (0.224, -1.540, 0.653)
C (5.475, 0.184, 1.377)
C (3.779, -2.206, 0.342)
C (-2.565, -1.375, -4.212)
C (-3.001, 2.925, 0.230)
C (-1.918, -2.444, -1.728)
C (-1.501, 4.625, 1.084)
C (-2.562, -1.221, -1.829)
C (-1.906, -2.604, -4.141)
C (-2.899, -0.680, -3.066)
C (3.116, -0.838, 3.086)
C (-2.773, 4.206, 0.710)
C (-0.455, 3.735, 0.969)
C (-1.593, -3.126, -2.889)
C (-1.535, -3.343, -5.395)
C (-1.895, 2.097, 0.130)
H (3.058, 0.125, 3.595)
H (4.409, -2.965, 0.815)
H (-1.694, -2.863, -0.758)
H (-1.326, 5.621, 1.463)
H (-3.431, 0.261, -3.121)
H (-1.103, -4.089, -2.820)
H (-3.609, 4.887, 0.800)
H (5.439, 1.139, 1.902)
H (4.174, -2.021, -0.657)
H (-1.480, -4.416, -5.220)
H (0.560, 3.984, 1.247)
H (-2.256, -3.158, -6.189)
H (-0.558, -3.013, -5.753)
H (5.831, 0.360, 0.361)
H (2.771, -2.608, 0.247)
H (6.209, -0.446, 1.885)
H (3.767, -1.487, 3.678)
H (2.120, -1.283, 3.084)
H (-3.983, 2.577, -0.043)
H (-2.834, -0.969, -5.179)

=====

Record 3
Molecular formula: C3H4N2S2
Method: DFT, ωB97M-V/def2-TZVPD

Computed properties:
SMILES   Cn1ncsc1=S
ΔE to the lowest compared entry with this formula, charge and spin   192.3 kJ/mol
Spin multiplicity   1
Frontier orbital gap   8.8 eV
HOMO   -8.45 eV
Calculated total energy   -27824.79598 eV

CARTESIAN COORDINATES (ANGSTROEM)
S (2.160, -0.873, -0.019)
S (1.775, 2.075, 0.122)
N (-0.192, 0.142, 0.035)
N (-0.349, -1.191, 0.039)
C (1.301, 0.545, 0.014)
C (0.671, -1.850, 0.047)
C (-1.350, 0.901, -0.128)
H (-2.007, 0.158, 0.303)
H (-1.539, 1.161, -1.145)
H (-1.224, 1.863, 0.479)
H (0.754, -2.931, 0.254)

=====

Record 4
Molecular formula: C5H16O3
Method: DFT, ωB97M-V/def2-TZVPD

Computed properties:
SMILES   CC(C)CCO.O.O
ΔE to the lowest compared entry with this formula, charge and spin   54.4 kJ/mol
Spin multiplicity   1
Frontier orbital gap   10.8 eV
HOMO   -10.22 eV
Calculated total energy   -11586.33632 eV

CARTESIAN COORDINATES (ANGSTROEM)
O (0.851, 2.869, 2.049)
O (2.528, -0.849, 0.295)
O (-1.789, 0.855, 2.311)
C (-0.397, -0.544, -0.384)
C (0.617, -1.214, -1.295)
C (2.053, -0.805, -1.061)
C (-0.551, 0.968, -0.506)
C (-1.771, -1.196, -0.723)
H (-1.432, 1.266, 0.035)
H (0.466, -0.950, -2.352)
H (1.494, 2.201, 2.273)
H (-1.877, -2.100, -0.121)
H (0.358, 1.533, -0.307)
H (-0.186, -0.721, 0.672)
H (-1.769, -1.471, -1.778)
H (-0.788, 1.255, -1.544)
H (2.783, -1.312, -1.694)
H (-1.076, 0.963, 2.950)
H (1.924, -1.384, 0.806)
H (0.414, -2.290, -1.354)
H (-2.627, -0.543, -0.559)
H (2.117, 0.262, -1.312)
H (0.851, 3.215, 1.160)
H (-2.194, -0.008, 2.438)

=====

Record 5
Molecular formula: C5H8O
Method: DFT, ωB97M-V/def2-TZVPD

Computed properties:
SMILES   C=C/C=C\OC
ΔE to the lowest compared entry with this formula, charge and spin   251.5 kJ/mol
Spin multiplicity   1
Frontier orbital gap   9.7 eV
HOMO   -8.58 eV
Calculated total energy   -7359.64858 eV

CARTESIAN COORDINATES (ANGSTROEM)
O (0.389, 0.447, -1.506)
C (-1.694, -0.234, 0.776)
C (0.409, -1.134, 0.261)
C (0.877, 1.450, -0.627)
C (0.590, -0.809, -1.018)
C (-0.442, -0.375, 1.203)
H (1.492, 2.139, -1.205)
H (0.585, -2.150, 0.593)
H (-0.135, -0.174, 2.231)
H (1.506, 0.944, 0.109)
H (0.070, 1.989, -0.119)
H (-2.548, -0.148, 1.426)
H (0.914, -1.510, -1.779)
H (-1.878, -0.324, -0.291)

=====

Record 6
Molecular formula: C6H12
Method: DFT, ωB97M-V/def2-TZVPD

Computed properties:
SMILES   C=C(C)CCC
ΔE to the lowest compared entry with this formula, charge and spin   460.0 kJ/mol
Spin multiplicity   1
Frontier orbital gap   8.3 eV
HOMO   -7.67 eV
Calculated total energy   -6412.17327 eV

CARTESIAN COORDINATES (ANGSTROEM)
C (-0.324, 0.230, 0.824)
C (2.192, 0.693, 0.134)
C (-2.084, 0.510, -1.070)
C (1.043, -1.672, -0.019)
C (-1.570, -0.330, 0.090)
C (1.005, -0.312, 0.282)
H (2.751, 0.747, 1.062)
H (-1.260, 0.858, -1.707)
H (-1.038, -1.185, -0.334)
H (-0.353, 1.325, 0.780)
H (-0.338, -0.073, 1.875)
H (1.923, -2.089, -0.493)
H (-2.708, -0.066, -1.756)
H (1.389, -1.375, 1.226)
H (-2.622, 1.421, -0.795)
H (1.633, 1.588, -0.152)
H (-2.360, -0.607, 0.795)
H (2.722, 0.337, -0.741)

=====

Record 7
Molecular formula: C9H11BrN3S
Method: DFT, ωB97M-V/def2-TZVPD

Computed properties:
ΔE to the lowest compared entry with this formula, charge and spin   369.8 kJ/mol
Total charge   +1
Spin multiplicity   1
Frontier orbital gap   6.3 eV
HOMO   -11.73 eV
Calculated total energy   -94847.33293 eV

CARTESIAN COORDINATES (ANGSTROEM)
Br (0.588, 3.494, 0.706)
S (3.797, 1.622, 1.075)
N (0.476, -0.130, 0.004)
N (1.047, -0.252, -1.235)
N (1.870, -1.383, -2.989)
C (-1.201, -1.671, -0.669)
C (-1.478, -0.410, 1.408)
C (-3.281, -1.829, 0.601)
C (2.573, 0.576, 0.936)
C (1.303, 0.208, 1.022)
C (-2.515, -2.160, -0.596)
C (1.654, -1.323, -1.704)
C (-0.756, -0.731, 0.268)
C (-2.769, -0.882, 1.537)
H (4.831, 0.877, 1.139)
H (0.922, 0.172, 2.035)
H (-0.550, -1.851, -1.453)
H (-3.391, -0.435, 2.329)
H (-1.077, 0.279, 2.112)
H (0.606, 0.359, -1.821)
H (1.479, -0.904, -3.753)
H (1.531, 3.429, 1.772)
H (-3.035, -2.702, -1.447)
H (-4.314, -2.158, 0.598)
H (2.327, -2.266, -3.365)

=====

Record 8
Molecular formula: C3H5N3
Method: DFT, ωB97M-V/def2-TZVPD

Computed properties:
ΔE to the lowest compared entry with this formula, charge and spin   471.5 kJ/mol
Spin multiplicity   1
Frontier orbital gap   8.9 eV
HOMO   -8.69 eV
Calculated total energy   -7657.56863 eV

CARTESIAN COORDINATES (ANGSTROEM)
N (-1.588, 0.831, -0.508)
N (-0.987, 1.162, 0.759)
N (1.183, -1.206, -0.384)
C (-0.713, 0.146, -1.170)
C (0.525, 0.044, -0.441)
C (0.382, 0.870, 0.624)
H (-1.260, 0.154, 1.368)
H (-0.983, -0.397, -2.077)
H (2.077, -1.022, 0.101)
H (0.315, -1.762, 0.423)
H (1.027, 1.065, 1.475)

=====

Record 9
Molecular formula: C9H16ClErIN2O2P
Method: DFT, ωB97M-V/def2-TZVPD

Computed properties:
Total charge   +2
Spin multiplicity   4
⟨S²⟩   3.75
Frontier orbital gap (alpha / beta)   5.0 / 5.1 eV
HOMO (alpha / beta)   -14.30 / -14.30 eV
Calculated total energy   -74184.55186 eV

CARTESIAN COORDINATES (ANGSTROEM)
Er (-0.090, -0.719, 1.252)
I (3.945, 1.690, 0.348)
Cl (1.606, -1.197, -0.151)
P (-1.231, 0.562, -0.735)
O (4.130, 4.291, 1.833)
O (-2.789, 0.249, 3.051)
N (-1.234, -2.535, 0.873)
N (-2.558, -2.852, 0.440)
C (6.137, 3.863, 0.506)
C (4.770, 3.591, 1.066)
C (-0.643, -3.797, 1.037)
C (-1.421, -0.633, -2.059)
C (-0.066, 1.782, -1.317)
C (-2.781, 1.350, -0.486)
C (-1.560, -4.800, 0.720)
C (-1.819, -0.052, 2.351)
C (-2.740, -4.175, 0.350)
H (-1.366, -5.855, 0.768)
H (-3.199, -2.095, 0.255)
H (-3.072, 1.807, -1.436)
H (0.925, 1.335, -1.486)
H (-1.739, -0.078, -2.946)
H (6.077, 3.887, -0.585)
H (-3.651, -4.614, 0.054)
H (-2.177, -1.387, -1.798)
H (-3.550, 0.627, -0.170)
H (-0.463, 2.190, -2.252)
H (-0.471, -1.152, -2.255)
H (6.515, 4.831, 0.889)
H (6.810, 3.054, 0.799)
H (-2.709, 2.125, 0.293)
H (0.367, -3.886, 1.368)
H (0.048, 2.592, -0.578)

=====

Record 10
Molecular formula: C8H24BrO10P3
Method: DFT, ωB97M-V/def2-TZVPD

Computed properties:
SMILES   O=C(Br)C[PH3]O.COP(=O)(OC)OC.COP(=O)(OC)OC
Spin multiplicity   1
Frontier orbital gap   6.4 eV
HOMO   -9.37 eV
Calculated total energy   -127059.80937 eV

CARTESIAN COORDINATES (ANGSTROEM)
Br (1.129, 3.259, -3.158)
P (-3.942, -0.008, 0.593)
P (2.433, -2.268, 0.640)
P (2.796, 4.738, -0.040)
O (-3.978, -1.456, 1.538)
O (3.560, -1.720, -0.246)
O (3.358, -1.976, 2.072)
O (-3.905, 1.441, -0.352)
O (-5.592, 0.032, 0.625)
O (0.714, 1.745, -0.645)
O (2.515, 6.391, 0.498)
O (2.632, -3.892, 0.866)
O (1.509, -2.561, -0.793)
O (-3.458, -0.780, -0.642)
C (1.558, 2.513, -1.349)
C (-4.513, -2.638, 0.963)
C (2.657, -4.787, -0.231)
C (-2.675, 2.135, -0.250)
C (0.658, -1.481, -1.130)
C (3.035, 2.932, -0.712)
C (4.737, -2.310, 2.080)
C (-6.332, 0.608, -0.437)
H (-1.860, 1.515, -0.634)
H (-7.345, 0.186, -0.424)
H (-3.885, -2.997, 0.145)
H (5.121, -2.133, 3.088)
H (-5.883, 0.388, -1.410)
H (3.391, 2.179, 0.138)
H (1.544, 6.364, 0.809)
H (-2.738, 3.051, -0.841)
H (1.383, 4.718, -0.441)
H (-4.527, -3.413, 1.735)
H (1.634, -5.061, -0.508)
H (3.803, 5.172, -1.006)
H (0.083, -1.750, -2.019)
H (-0.032, -1.280, -0.305)
H (5.300, -1.674, 1.394)
H (1.250, -0.586, -1.343)
H (4.886, -3.365, 1.834)
H (3.141, 4.319, 1.315)
H (3.904, 2.902, -1.525)
H (3.182, -5.700, 0.077)
H (-5.538, -2.477, 0.617)
H (-2.481, 2.396, 0.794)
H (3.184, -4.362, -1.090)
H (-6.411, 1.689, -0.288)

=====

Record 11
Molecular formula: C2H9N
Method: DFT, ωB97M-V/def2-TZVPD

Computed properties:
SMILES   CN.C
ΔE to the lowest compared entry with this formula, charge and spin   99.2 kJ/mol
Spin multiplicity   1
Frontier orbital gap   10.5 eV
HOMO   -9.49 eV
Calculated total energy   -3709.02810 eV

CARTESIAN COORDINATES (ANGSTROEM)
N (1.022, -0.186, -0.366)
C (-2.723, -0.179, 0.386)
C (2.424, 0.070, -0.170)
H (2.699, -0.126, 0.929)
H (3.165, -0.488, -0.775)
H (-1.705, -0.152, 0.570)
H (2.811, 1.039, -0.369)
H (0.814, -0.252, -1.402)
H (0.533, 0.654, -0.054)
H (-2.970, -0.756, 1.295)
H (-2.923, -0.418, -0.683)
H (-3.149, 0.796, 0.638)

=====

Record 12
Molecular formula: C5H8N2S
Method: DFT, ωB97M-V/def2-TZVPD

Computed properties:
SMILES   C[C@@H]1C(=S)NN2C[C@@H]12
ΔE to the lowest compared entry with this formula, charge and spin   383.3 kJ/mol
Spin multiplicity   1
Frontier orbital gap   9.0 eV
HOMO   -8.44 eV
Calculated total energy   -19126.44921 eV

CARTESIAN COORDINATES (ANGSTROEM)
S (2.889, -0.826, 0.093)
N (-0.856, -1.315, -0.715)
N (0.555, -1.633, -0.547)
C (-1.527, -1.322, 0.647)
C (1.327, -0.550, -0.163)
C (0.592, 1.950, -0.306)
C (0.198, 0.613, 0.256)
C (-1.197, -0.045, -0.194)
H (-0.762, -1.441, 1.487)
H (1.539, 2.218, 0.333)
H (-2.521, -1.532, 0.744)
H (1.078, -2.429, -0.823)
H (0.109, 1.010, 1.276)
H (-0.108, 2.630, 0.060)
H (0.593, 2.096, -1.391)
H (-1.908, 0.575, -0.758)